Molecular formula: C5H8O
Method: DFT, wB97M-V/def2-TZVPD

The frontier orbital gap is 9.4 eV. The value obtained for the energy above the lowest of the compared OMol25 structures with the same formula, charge and spin is 80.1 kcal/mol. The total energy is -270.4302 hartree. The LUMO energy is 0.03512 Eh.

Last columns: bonded neighbours and bond lengths (Å).
Element x y z (Å)
1 O 0.213 -1.496 1.944  C2 1.318, H7 0.965
2 C 0.376 -0.210 2.188  O1 1.318, C3 1.486
3 C -0.060 0.580 1.007  C2 1.486, C4 1.500, H8 1.098, H9 1.094
4 C -0.469 -0.079 -0.276  C3 1.500, C5 1.501, C6 1.496, H10 1.082
5 C -0.469 0.715 -1.550  C4 1.501, C6 1.493, H11 1.082, H12 1.084
6 C 0.548 -0.357 -1.337  C4 1.496, C5 1.493, H13 1.081, H14 1.083
7 H 0.573 -1.875 2.755  O1 0.965
8 H -0.871 1.182 1.437  C3 1.098
9 H 0.753 1.290 0.826  C3 1.094
10 H -1.252 -0.816 -0.153  C4 1.082
11 H -1.242 0.529 -2.284  C5 1.082
12 H -0.115 1.739 -1.518  C5 1.084
13 H 0.445 -1.260 -1.924  C6 1.081
14 H 1.567 -0.037 -1.159  C6 1.083